(1)
Entry from the OMol25 dataset: a molecular structure, C4H6N3O4 in a non-equilibrium geometry (wB97M-V/def2-TZVPD).

Geometry as XYZ:
```
17
Properties=species:S:1:pos:R:3
C -1.20 1.44 -0.45
C 0.07 -1.80 0.21
C -1.16 -0.94 0.00
C 0.95 0.21 -0.48
N 1.19 -0.93 0.31
N -0.67 0.19 -0.68
N 1.20 1.51 0.13
O -0.27 2.34 -0.41
O 2.10 2.18 -0.39
O -2.38 1.54 -0.19
O 0.95 1.52 1.34
H 0.01 -2.58 1.02
H 0.26 -2.28 -0.71
H -2.05 -1.40 -0.43
H -1.54 -0.67 1.00
H 1.38 0.20 -1.57
H 1.15 -0.53 1.31
```

Summary:
Gap between HOMO and LUMO = 8.9 eV
Charge = -1
Max |F| = 6.17 eV/Å
ΔE to the lowest compared entry with this formula, charge and spin = 0.0 kJ/mol

=====

(2)
Entry from the OMol25 dataset: a molecular structure, C44H39AsBiGeN5O4 (wB97M-V/def2-TZVPD).

Geometry as XYZ:
```
95
Properties=species:S:1:pos:R:3
Bi -1.45 0.20 0.03
N 0.10 1.41 -4.61
C -0.54 0.82 -3.53
N -0.52 1.26 -2.34
C 0.21 2.42 -2.05
N 0.11 2.98 -0.86
N -0.56 2.36 0.07
C -0.69 3.04 1.28
C -1.46 2.49 2.24
C -1.72 3.10 3.53
C -2.44 2.46 4.47
C -2.93 1.14 4.22
C -2.67 0.60 2.99
N -2.03 1.24 1.99
C 1.10 2.96 -3.06
C 2.03 3.97 -2.82
C 2.88 4.43 -3.82
C 2.83 3.86 -5.08
C 1.92 2.84 -5.34
C 1.06 2.41 -4.35
H 0.27 0.82 -5.40
H -1.10 -0.08 -3.77
H -0.16 3.98 1.39
H -1.31 4.09 3.71
H -2.62 2.94 5.43
H -3.45 0.56 4.97
H -2.96 -0.42 2.77
H 2.09 4.38 -1.81
H 3.59 5.21 -3.60
H 3.50 4.20 -5.86
H 1.87 2.38 -6.33
O 2.03 0.19 1.91
C 1.49 -0.42 1.00
O 1.04 0.04 -0.11
C 1.40 -1.95 1.05
O 2.39 -2.66 0.96
O 0.20 -2.49 1.08
C 3.22 -1.09 -4.58
As 2.30 -0.73 -2.86
C 1.93 -2.61 -2.47
C 3.92 -0.46 -1.74
C 4.95 -1.53 -1.81
C 5.98 -1.49 -2.75
C 6.92 -2.50 -2.83
C 6.84 -3.59 -1.97
C 5.82 -3.64 -1.03
C 4.88 -2.63 -0.95
H 3.98 -1.86 -4.50
H 3.67 -0.17 -4.96
H 2.46 -1.41 -5.30
H 2.82 -3.23 -2.59
H 1.17 -2.94 -3.19
H 1.53 -2.73 -1.47
H 3.54 -0.33 -0.73
H 4.33 0.50 -2.07
H 6.05 -0.63 -3.42
H 7.72 -2.45 -3.57
H 7.58 -4.39 -2.03
H 5.75 -4.49 -0.35
H 4.09 -2.67 -0.21
C -1.01 -1.66 1.28
Ge -2.38 -2.92 0.85
C -4.00 -2.17 -0.04
C -4.90 -1.40 0.69
C -5.98 -0.77 0.09
C -6.18 -0.90 -1.28
C -5.31 -1.67 -2.03
C -4.23 -2.29 -1.41
C -3.19 -3.65 2.51
C -2.63 -3.32 3.74
C -3.14 -3.83 4.93
C -4.24 -4.67 4.90
C -4.83 -5.01 3.69
C -4.30 -4.50 2.51
C -1.79 -4.51 -0.16
C -1.34 -4.38 -1.47
C -0.80 -5.46 -2.16
C -0.69 -6.69 -1.54
C -1.11 -6.84 -0.23
C -1.65 -5.75 0.45
H -4.78 -1.30 1.76
H -6.65 -0.16 0.68
H -7.01 -0.40 -1.76
H -5.46 -1.79 -3.09
H -3.56 -2.89 -2.02
H -1.77 -2.65 3.74
H -2.69 -3.55 5.87
H -4.65 -5.07 5.83
H -5.69 -5.66 3.66
H -4.77 -4.76 1.57
H -1.37 -3.41 -1.96
H -0.45 -5.32 -3.18
H -0.25 -7.53 -2.07
H -1.00 -7.79 0.27
H -1.97 -5.88 1.48
```

Summary:
Gap between HOMO and LUMO = 4.2 eV
Charge = -2
Max |F| = 0.67 eV/Å
ΔE to the lowest compared entry with this formula, charge and spin = 239.0 kJ/mol

=====

(3)
Entry from the OMol25 dataset: a molecular structure, C37H27BaCl2N5O6PSSe2 (wB97M-V/def2-TZVPD).

Geometry as XYZ:
```
82
Properties=species:S:1:pos:R:3
Ba -1.24 -0.70 -0.21
C -2.90 2.15 2.80
C -3.81 1.61 1.76
N -3.48 0.80 0.78
C -4.63 0.53 0.07
C -5.67 1.21 0.64
N -5.14 1.88 1.70
C -7.12 1.35 0.32
O -7.55 0.71 -0.72
O -7.80 2.09 1.02
C -4.59 -0.35 -1.14
O -5.68 -0.53 -1.75
O -3.48 -0.80 -1.47
H -1.87 1.88 2.54
H -3.13 1.74 3.78
H -2.96 3.24 2.85
H -5.69 2.47 2.31
H -6.76 0.15 -1.17
Cl -3.00 -8.40 1.17
C -2.72 -6.67 1.12
C -3.13 -5.88 2.20
C -2.92 -4.53 2.17
Cl -3.44 -3.56 3.52
C -2.29 -3.85 1.07
O -2.12 -2.61 1.08
C -1.88 -4.71 0.00
C -1.20 -4.21 -1.18
O -0.86 -3.06 -1.44
C -2.11 -6.10 0.04
H -3.62 -6.34 3.05
H -0.97 -5.00 -1.92
H -1.78 -6.71 -0.79
N 1.74 1.92 -3.53
C 2.99 1.40 -3.92
C 3.72 1.98 -4.93
C 4.97 1.46 -5.27
C 5.45 0.33 -4.63
C 4.69 -0.27 -3.63
C 3.47 0.27 -3.26
S 2.53 -0.41 -1.92
N 0.95 0.04 -2.35
C 0.75 1.10 -3.01
C -0.65 1.53 -3.30
C -1.04 1.87 -4.59
C -2.35 2.23 -4.81
C -3.22 2.27 -3.73
C -2.74 1.93 -2.48
N -1.48 1.56 -2.26
H 1.42 2.72 -4.04
H 3.33 2.85 -5.45
H 5.55 1.93 -6.05
H 6.41 -0.08 -4.89
H 5.05 -1.16 -3.13
H -0.33 1.81 -5.41
H -2.70 2.47 -5.81
H -4.26 2.55 -3.86
H -3.38 1.96 -1.61
Se 1.60 -1.75 1.33
P 2.02 0.29 1.83
Se 0.78 1.82 0.97
C 3.78 0.62 1.44
C 4.15 1.61 0.54
C 5.49 1.79 0.23
C 6.46 1.00 0.82
C 6.09 0.01 1.73
C 4.75 -0.18 2.03
C 2.00 0.51 3.65
C 2.50 1.70 4.19
C 2.47 1.91 5.55
C 1.94 0.94 6.39
C 1.43 -0.23 5.87
C 1.47 -0.45 4.49
H 3.38 2.22 0.08
H 5.78 2.55 -0.49
H 7.50 1.14 0.57
H 6.84 -0.61 2.19
H 4.45 -0.96 2.72
H 2.90 2.45 3.52
H 2.87 2.83 5.96
H 1.91 1.11 7.46
H 1.01 -0.99 6.52
H 1.09 -1.37 4.07
```

Summary:
Gap between HOMO and LUMO = 7.2 eV
Charge = -1
Max |F| = 0.81 eV/Å
ΔE to the lowest compared entry with this formula, charge and spin = 60.9 kJ/mol

=====

(4)
Entry from the OMol25 dataset: 2 unconnected molecules or ions with the total composition C3H2O2 in a non-equilibrium geometry (wB97M-V/def2-TZVPD).

Geometry as XYZ:
```
7
Properties=species:S:1:pos:R:3
C -1.16 -0.04 -0.61
C -1.90 0.65 0.46
C 0.84 -0.48 0.16
O -2.09 -0.61 0.15
O 1.70 0.44 0.08
H 1.25 -1.42 -0.17
H 1.37 1.46 -0.06
```

Summary:
Gap between HOMO and LUMO (alpha / beta) = 8.1 / 8.1 eV
Charge = 0
Max |F| = 4.24 eV/Å
ΔE to the lowest compared entry with this formula, charge and spin = 769.5 kJ/mol

=====

(5)
Entry from the OMol25 dataset: a molecular structure, C35H36GeN2O2ReS3 in a non-equilibrium geometry (wB97M-V/def2-TZVPD).

Geometry as XYZ:
```
80
Properties=species:S:1:pos:R:3
Re -2.02 0.13 0.10
C -4.14 1.75 2.02
C -5.06 1.49 0.85
S -4.44 0.15 -0.23
C -4.56 0.83 -1.92
C -3.71 2.07 -2.17
S -1.96 1.85 -1.67
C -1.63 3.38 -0.73
C -2.46 3.52 0.53
S -2.40 1.98 1.54
H -4.46 2.64 2.58
H -4.12 0.92 2.72
H -6.04 1.18 1.21
H -5.21 2.38 0.23
H -4.27 0.00 -2.56
H -5.61 1.04 -2.11
H -3.72 2.30 -3.23
H -4.10 2.94 -1.64
H -0.57 3.32 -0.50
H -1.78 4.23 -1.39
H -2.07 4.32 1.16
H -3.50 3.74 0.31
C -1.37 -1.90 -2.36
O -2.13 -1.62 -1.13
C -2.61 -2.72 -0.41
C -3.11 -3.86 -0.99
C -3.50 -4.90 -0.15
C -3.39 -4.79 1.24
C -2.87 -3.65 1.82
C -2.50 -2.59 0.99
N -1.95 -1.38 1.41
N -1.41 -1.39 2.61
C -0.42 -0.58 2.90
C 0.37 0.16 1.85
O -0.04 0.25 0.63
C 1.60 0.70 2.21
C 2.03 0.68 3.51
C 1.29 0.07 4.57
C 1.77 0.09 5.87
C 1.04 -0.52 6.89
C -0.16 -1.15 6.60
C -0.66 -1.17 5.30
C 0.06 -0.57 4.27
H -0.96 -2.90 -2.28
H -0.59 -1.16 -2.42
H -2.04 -1.82 -3.22
H -3.19 -3.96 -2.07
H -3.91 -5.80 -0.59
H -3.71 -5.62 1.86
H -2.79 -3.55 2.89
H 2.18 1.20 1.44
H 2.97 1.16 3.77
H 2.71 0.57 6.10
H 1.41 -0.51 7.91
H -0.73 -1.62 7.39
H -1.60 -1.67 5.09
Ge 3.90 1.19 -1.71
C 3.37 1.78 -3.41
C 3.73 3.09 -3.77
C 3.55 3.51 -5.08
C 2.99 2.65 -6.02
C 2.61 1.36 -5.66
C 2.81 0.91 -4.36
C 4.79 -0.40 -1.36
C 5.36 -0.60 -0.08
C 6.21 -1.67 0.13
C 6.49 -2.54 -0.91
C 5.93 -2.36 -2.18
C 5.09 -1.30 -2.41
H 3.76 2.16 -0.53
H 4.16 3.77 -3.05
H 3.86 4.50 -5.37
H 2.86 2.98 -7.04
H 2.18 0.70 -6.40
H 2.55 -0.11 -4.10
H 5.16 0.10 0.72
H 6.67 -1.81 1.10
H 7.17 -3.37 -0.74
H 6.18 -3.04 -2.98
H 4.69 -1.13 -3.40
```

Summary:
Spin multiplicity = 2
Gap between HOMO and LUMO (alpha / beta) = 5.4 / 5.0 eV
Charge = +4
Max |F| = 1.10 eV/Å
ΔE to the lowest compared entry with this formula, charge and spin = 0.0 kJ/mol

=====

(6)
Entry from the OMol25 dataset: a single C4H9N3O molecule in a non-equilibrium geometry (wB97M-V/def2-TZVPD).

Geometry as XYZ:
```
17
Properties=species:S:1:pos:R:3
C 2.22 -1.31 0.13
C 0.85 -0.61 0.40
C 0.14 -1.17 1.70
N -0.72 -0.25 2.43
N 0.43 0.00 -0.75
N -0.72 0.89 -0.45
C -1.24 1.41 -1.54
O -0.95 1.33 -2.74
H 1.89 -2.44 -0.08
H 2.43 -0.68 -0.83
H 3.15 -1.00 0.91
H -0.54 -1.89 1.20
H 0.72 -1.85 2.36
H -0.39 0.71 2.64
H -1.16 -0.56 3.37
H -1.24 0.52 0.48
H -1.97 2.10 -0.91
```

Summary:
Gap between HOMO and LUMO = 9.5 eV
Charge = 0
Max |F| = 6.46 eV/Å
ΔE to the lowest compared entry with this formula, charge and spin = 486.7 kJ/mol

=====

(7)
Entry from the OMol25 dataset: 8 unconnected molecules or ions with the total composition C73H81NO18 in a non-equilibrium geometry (wB97M-V/def2-TZVPD).

Geometry as XYZ:
```
173
Properties=species:S:1:pos:R:3
C -1.08 -3.01 4.02
C -1.55 -2.09 4.82
C -2.60 -2.38 5.81
O -2.37 -2.98 6.84
O -3.82 -1.91 5.50
C -4.47 -2.72 4.50
C -4.36 -2.08 3.12
C -3.89 -3.02 2.06
C -3.84 -2.39 0.69
C -2.82 -1.26 0.54
C -1.41 -1.77 0.28
C -1.00 -1.80 -1.20
C -2.18 -1.74 -2.13
C -1.79 -1.80 -3.59
C -2.98 -2.06 -4.48
O -0.12 -0.71 -1.51
C 1.02 -1.10 -2.28
C 2.30 -1.10 -1.46
C 2.49 -2.42 -0.74
C 3.78 -2.36 0.10
C 3.51 -2.24 1.60
C 4.67 -1.50 2.25
C 4.61 -1.50 3.75
C 1.12 -0.12 -3.45
O 2.40 0.45 -3.55
C 2.51 1.33 -4.63
C 3.46 0.79 -5.68
C 3.42 1.37 -6.92
C 4.23 0.90 -7.91
C 5.08 -0.11 -7.57
C 5.07 -0.59 -6.30
N 4.27 -0.19 -5.32
C 2.98 2.71 -4.16
C 4.50 2.83 -4.07
C 2.32 3.15 -2.87
C 0.86 3.61 -3.09
H -1.18 -4.06 4.19
H -0.58 -2.71 3.13
H -1.15 -1.10 4.75
H -4.02 -3.70 4.49
H -5.49 -2.77 4.80
H -5.31 -1.64 2.88
H -3.70 -1.24 3.26
H -2.92 -3.40 2.35
H -4.54 -3.88 2.08
H -4.84 -2.04 0.49
H -3.62 -3.18 -0.01
H -3.15 -0.52 -0.16
H -2.80 -0.76 1.49
H -1.34 -2.76 0.69
H -0.72 -1.15 0.83
H -0.52 -2.75 -1.37
H -2.84 -2.57 -1.95
H -2.76 -0.84 -2.01
H -0.98 -2.49 -3.76
H -1.43 -0.81 -3.83
H -3.04 -3.09 -4.74
H -3.90 -1.66 -4.09
H -2.81 -1.54 -5.41
H 0.89 -2.08 -2.69
H 3.17 -0.95 -2.08
H 2.26 -0.38 -0.66
H 2.69 -3.19 -1.47
H 1.64 -2.65 -0.13
H 4.37 -3.23 -0.09
H 4.36 -1.48 -0.15
H 2.64 -1.61 1.67
H 3.31 -3.19 2.06
H 4.60 -0.47 1.94
H 5.60 -1.92 1.89
H 3.79 -0.86 4.03
H 4.48 -2.49 4.15
H 5.53 -1.08 4.14
H 0.91 -0.67 -4.36
H 0.33 0.61 -3.37
H 1.56 1.43 -5.14
H 2.74 2.18 -7.10
H 4.21 1.32 -8.89
H 5.75 -0.53 -8.29
H 5.76 -1.37 -6.05
H 2.67 3.41 -4.92
H 4.89 1.94 -3.61
H 4.92 2.97 -5.05
H 4.76 3.68 -3.49
H 2.40 2.42 -2.09
H 2.86 4.01 -2.54
H 0.76 4.63 -2.77
H 0.65 3.60 -4.14
H 0.19 2.97 -2.54
O -11.63 1.18 2.88
C -10.49 0.86 2.61
C -9.34 1.76 2.91
C -8.10 1.40 2.61
C -7.80 0.10 1.97
O -6.65 -0.21 1.70
C -8.94 -0.80 1.66
C -10.19 -0.44 1.96
H -9.58 2.70 3.38
H -7.25 2.03 2.81
H -8.70 -1.74 1.18
H -11.04 -1.08 1.75
O -5.53 -8.26 -7.39
C -4.79 -7.62 -6.68
C -5.27 -7.00 -5.41
C -4.46 -6.29 -4.64
C -3.04 -6.09 -5.00
O -2.30 -5.44 -4.29
C -2.55 -6.70 -6.26
C -3.36 -7.41 -7.04
H -6.31 -7.17 -5.17
H -4.78 -5.84 -3.71
H -1.51 -6.53 -6.51
H -3.03 -7.86 -7.97
O 5.28 5.87 4.28
C 4.80 4.77 4.08
C 3.44 4.43 4.55
C 2.92 3.22 4.33
C 3.68 2.18 3.60
O 3.23 1.07 3.39
C 5.05 2.52 3.14
C 5.57 3.73 3.36
H 2.90 5.20 5.07
H 1.92 2.95 4.65
H 5.59 1.75 2.62
H 6.56 4.00 3.03
O 1.33 6.04 2.80
C 1.78 6.42 1.74
C 1.00 6.28 0.49
C 1.50 6.70 -0.68
C 2.84 7.32 -0.76
O 3.29 7.70 -1.82
C 3.62 7.46 0.50
C 3.12 7.04 1.66
H 0.03 5.82 0.57
H 0.95 6.61 -1.60
H 4.60 7.92 0.41
H 3.67 7.14 2.59
O -6.67 3.09 0.24
C -5.79 3.57 -0.44
C -4.70 2.71 -0.98
C -3.73 3.23 -1.73
C -3.70 4.67 -2.07
O -2.82 5.14 -2.76
C -4.79 5.52 -1.53
C -5.76 5.01 -0.78
H -4.74 1.66 -0.72
H -2.93 2.62 -2.14
H -4.75 6.58 -1.79
H -6.57 5.61 -0.38
O -3.31 -6.42 -1.17
C -2.20 -6.28 -0.72
C -1.93 -6.48 0.73
C -0.71 -6.33 1.24
C 0.44 -5.94 0.38
O 1.55 -5.81 0.84
C 0.17 -5.74 -1.07
C -1.05 -5.89 -1.58
H -2.78 -6.76 1.34
H -0.50 -6.47 2.29
H 1.02 -5.46 -1.68
H -1.27 -5.74 -2.63
O 6.59 5.35 10.49
C 6.94 4.79 9.47
C 8.11 3.88 9.45
C 8.49 3.26 8.34
C 7.76 3.45 7.06
O 8.10 2.89 6.05
C 6.59 4.36 7.08
C 6.20 4.98 8.19
H 8.63 3.75 10.39
H 9.35 2.59 8.31
H 6.07 4.49 6.14
H 5.35 5.64 8.22
```

Summary:
Gap between HOMO and LUMO = 7.5 eV
Charge = 0
Max |F| = 2.71 eV/Å